A molecular structure, C41H33BrCl5N4O3SSiZr. Source: the Open Molecules 2025 dataset; level of theory: ωB97M-V/def2-TZVPD.

```
90
Properties=species:S:1:pos:R:3:forces:R:3:lowdin_charge:R:1
C -2.4383 -1.6121 -5.0339 0.00 0.07 0.08 -0.1052
C -3.3121 3.7116 -3.7306 -0.05 0.04 -0.03 -0.0986
H 0.1069 3.2377 5.6286 0.00 0.01 0.01 0.0898
C -3.3344 0.0287 -3.5279 -0.02 -0.01 0.02 -0.1024
Br -0.6951 1.2074 3.8100 -0.19 -0.29 -0.09 0.9207
H 1.6345 -0.1281 4.6031 0.03 0.00 0.05 0.0393
Zr 0.4210 -0.4764 1.2885 -1.08 -0.95 -0.51 1.5684
Cl -4.5545 -0.1918 1.0682 0.00 -0.02 0.04 0.7142
H -3.2314 -4.0950 -0.6446 0.01 0.00 0.02 0.0361
C 0.9225 -0.0248 -2.1853 -0.20 -0.01 -0.15 -0.0653
H -2.8910 -0.2344 -1.4544 -0.01 -0.06 0.02 0.0449
C 2.9646 -0.9748 -3.7987 0.07 -0.01 0.10 -0.0428
C 3.2747 -1.0462 0.3715 0.88 0.81 0.25 -0.2533
H -1.0645 2.7333 -3.5873 -0.01 0.02 0.01 0.0850
C 0.8106 0.0362 -3.5494 0.09 -0.15 -0.15 -0.0761
N -3.2247 3.1765 -2.3945 0.08 0.01 0.18 -0.0760
H 1.6162 5.2302 5.4836 0.00 -0.01 0.01 0.0958
Cl -5.3521 -3.5517 5.2529 0.04 0.06 -0.05 0.6375
C 1.0876 1.8886 1.2822 0.00 -0.17 0.15 -0.1911
H -0.1015 0.4270 -3.9842 -0.01 -0.02 -0.05 0.0926
C -2.6369 -3.3438 -0.1159 -0.30 -0.17 0.06 -0.1354
H 3.1993 5.2482 1.0626 -0.02 0.01 0.01 0.1010
H -0.9057 -4.7883 -2.4869 0.03 -0.02 0.02 0.0261
H -3.3082 -2.5328 0.1775 0.05 -0.07 -0.05 0.0013
H -2.5358 4.4593 -3.9047 0.02 -0.01 0.02 0.0849
C 3.7453 -0.3731 4.5432 0.04 0.00 0.05 -0.0996
H -3.6223 0.0683 -5.6594 0.00 0.01 0.00 0.0904
C 0.6574 3.4451 4.7217 0.12 0.14 -0.03 -0.1451
H -4.2757 4.2028 -3.8485 -0.01 -0.02 0.00 0.0856
O -1.7480 -0.6610 1.6414 0.20 0.04 0.40 -0.3610
N 2.1728 -0.5617 -0.1832 -0.13 -0.55 -0.63 0.0103
H 0.1675 -4.6958 -1.0774 0.00 -0.01 -0.03 0.0300
C 2.2836 -0.5291 2.5923 0.15 -0.06 -0.16 -0.2388
C 1.1964 2.8007 2.3966 -0.14 -0.04 0.06 -0.2200
Cl -2.2455 -3.7250 5.6448 -0.05 0.08 -0.10 0.6681
H -2.3046 -1.9954 -6.0388 0.00 -0.01 0.00 0.0930
C 4.8671 -0.6186 3.7571 -0.05 0.01 0.02 -0.1021
C 2.4258 3.5510 0.0179 -0.06 -0.13 0.00 -0.0844
Cl -6.5025 -1.7524 2.9632 0.11 -0.01 0.02 0.6576
C 0.5264 2.6219 3.6436 0.25 0.17 -0.16 -0.5888
H -3.9120 0.9295 -3.3540 0.01 -0.07 0.00 0.0810
O -0.2800 -1.7688 -0.2811 0.19 1.11 0.07 -0.4808
C -3.1715 -0.4521 -4.8216 0.01 -0.02 -0.01 -0.1126
C -2.7671 -0.6447 -2.4507 -0.01 0.01 -0.14 -0.0948
H 1.6532 1.7481 -0.7700 0.05 0.07 0.07 0.0489
C 1.4992 4.5748 4.6297 -0.11 -0.10 0.10 -0.0970
H 5.2401 -1.9165 0.0723 0.01 0.02 -0.02 0.1034
C -1.8738 -2.2757 -3.9511 0.02 -0.02 -0.03 -0.1020
C -2.0959 2.7106 -1.8085 0.16 0.03 -0.14 -0.9185
Cl -0.3495 -2.1516 3.7223 -0.05 -0.01 0.01 0.7605
H 3.7804 -1.3458 -4.4090 0.00 -0.01 0.00 0.1063
H 1.7381 -0.4159 -5.4541 -0.01 -0.01 0.00 0.0970
C 2.6018 4.3446 1.1067 -0.01 -0.01 0.07 -0.0624
C -4.7899 -1.8750 3.1826 -0.17 0.05 -0.04 -0.6915
N -0.9792 2.7750 -2.5846 -0.08 0.00 0.05 0.1179
C -2.5355 -1.2671 2.4596 0.16 0.13 -0.18 -0.5343
H 2.7540 5.7185 3.3502 0.00 0.00 -0.01 0.1037
C 1.8391 -0.4549 -4.3770 -0.15 0.10 0.10 -0.0821
C 4.2822 -1.5291 -1.7688 -0.02 0.03 -0.05 -0.0123
C 4.3723 -1.5149 -0.4277 -0.20 -0.18 0.21 -0.0053
H 5.5905 -1.0096 1.7997 0.00 -0.01 0.00 0.0919
H 0.0938 0.3293 -1.5844 0.03 -0.06 0.12 0.0738
Si -1.2460 -2.6984 -1.1622 0.25 0.01 0.21 0.3174
C -4.2880 -2.6727 4.2092 -0.01 -0.09 0.07 -0.7189
H -3.2333 2.9330 -4.4981 0.02 -0.01 0.00 0.0722
H 2.8769 3.8095 -0.9340 0.00 0.02 -0.01 0.0967
C -2.0217 -1.8129 -2.6410 0.00 0.23 -0.06 -0.2110
H -2.2288 -3.7973 0.7918 -0.03 -0.01 0.02 0.0410
C 4.7078 -0.8430 2.4032 -0.07 0.03 0.04 -0.0463
H 5.0949 -1.9057 -2.3792 -0.03 0.00 -0.03 0.1118
C 1.6940 2.3475 0.1321 0.06 0.02 -0.19 -0.1621
C -2.0643 -2.0633 3.5230 0.06 -0.06 0.13 -0.5813
C 2.4882 -0.3311 3.9660 -0.07 -0.05 -0.13 -0.1573
C 3.0997 -1.0293 -2.3940 0.23 -0.18 -0.34 -0.1543
C 1.9781 3.9883 2.3263 0.11 0.19 -0.01 -0.1720
H 3.8537 -0.2001 5.6083 0.02 0.00 0.00 0.0942
N 1.2410 -2.6650 1.3069 -0.67 0.06 0.31 -0.1465
C 2.1280 4.8392 3.4541 0.02 -0.04 -0.13 -0.0539
C -0.2810 -4.1176 -1.8899 0.15 -0.22 0.00 -0.1645
H -4.0501 3.0921 -1.8287 -0.02 0.02 0.02 0.1132
C 2.0643 -0.5757 -1.5760 -0.09 0.25 0.68 -0.1905
C -3.9405 -1.1827 2.3353 -0.11 0.05 0.00 -0.6128
H 5.8564 -0.6282 4.1978 0.00 0.00 0.00 0.0912
C 3.4332 -0.8122 1.8238 0.15 -0.14 -0.04 -0.2112
H 0.5351 -3.7483 -2.5188 -0.02 -0.01 0.00 0.0306
S -2.0743 2.1270 -0.2494 -0.10 0.11 -0.07 0.6675
H -0.1551 2.3442 -2.1975 0.00 0.03 0.04 0.0533
H -1.2935 -3.1723 -4.1384 0.00 0.01 0.01 0.0871
C -2.9100 -2.7547 4.3754 0.03 -0.05 0.08 -0.6943
O 2.2496 -3.1417 0.9290 0.42 0.12 -0.19 -0.0767
```
Positions in Å, forces in eV/Å.

Computed properties:
- frontier orbital gap (alpha / beta) (eV) = 5.819 / 5.844
- E_tot (Eh) = -7636.8502
- relative energy (zero: lowest compared OMol25 entry of this formula, charge and spin) (kcal per mole) = 10.3
- charge = -1
- HOMO (alpha / beta) (eV) = -3.66 / -3.68



5 unconnected molecules or ions with the total composition C41H33BrClF7IO6P. Source: the Open Molecules 2025 dataset; level of theory: ωB97M-V/def2-TZVPD.

```
91
Properties=species:S:1:pos:R:3:forces:R:3:lowdin_charge:R:1
C 9.8753 -3.3183 5.8446 0.08 -0.03 -0.04 -0.0147
C -5.7568 6.6962 2.0851 -0.05 0.01 0.01 -0.0788
F 4.4793 1.9362 -3.1663 -0.07 0.08 0.05 0.1537
I 0.0502 -3.0818 -4.5479 -0.02 0.02 -0.02 1.1153
C 7.5042 -3.1513 6.2935 -0.09 -0.03 0.00 -0.0243
H 4.4510 -2.5770 -3.2465 -0.02 -0.04 -0.03 0.1166
Cl -4.5776 2.8305 -0.3292 0.00 -0.14 -0.18 0.3083
C -2.9281 -0.7844 -1.8304 0.20 0.23 -0.06 -0.0011
C -8.3978 5.8491 1.8923 -0.09 -0.02 -0.01 -0.0178
C -11.7534 1.5294 0.4204 0.07 -0.01 -0.01 -0.0836
H 10.6957 -3.8706 5.4072 -0.02 -0.01 -0.01 0.1182
C 2.2885 -0.8030 -5.3080 0.00 0.51 -0.06 -0.1851
C 4.7503 -1.0253 -0.6156 0.29 0.13 0.29 -0.3537
H 3.9060 -0.1550 -4.0193 0.01 -0.06 0.06 0.0911
H 2.5660 -0.0732 -6.0704 0.02 -0.15 -0.14 0.1112
C -1.1091 0.9243 -3.2593 0.01 -0.24 0.04 -0.1128
H 6.5134 -3.5758 6.1978 0.01 -0.02 0.01 0.1153
C -6.0375 5.4535 1.5352 0.10 -0.02 -0.02 -0.0284
H -9.4173 5.4989 1.8025 0.01 -0.01 0.00 0.1116
C -2.9498 0.5213 -1.5521 -0.20 -0.07 0.07 -0.3123
C 3.4506 -2.1601 -3.3982 0.31 0.10 0.21 -0.1782
H 6.0035 -6.9836 2.2592 -0.01 -0.01 0.00 0.1058
C -2.3256 1.4608 -2.5479 -0.08 -0.07 0.11 -0.3721
H -3.4185 -1.5352 -1.2211 -0.13 0.01 -0.06 0.1200
C 7.7211 -1.9514 6.9557 0.06 0.00 -0.01 -0.0791
C -12.0307 0.2893 -0.1373 -0.09 -0.01 0.00 -0.0213
C 5.9699 -5.0179 3.1181 -0.10 -0.02 -0.06 -0.0804
H -1.6723 1.2932 0.4034 0.14 0.25 0.16 0.0522
C -10.4432 1.9764 0.5221 -0.02 0.02 0.01 -0.0915
F 2.6921 1.9115 -1.9421 0.11 0.13 -0.14 0.1616
C -7.3571 5.0581 1.4502 0.06 0.07 0.03 -0.2791
H 5.7133 -2.9833 3.7541 0.02 0.02 -0.02 0.0995
C 5.5580 -5.9984 2.2239 -0.01 0.06 0.03 -0.0758
P -3.8038 0.9573 0.0258 0.03 0.07 0.27 0.6041
H 9.1666 -0.4944 7.5760 0.00 0.00 0.00 0.1017
H -8.3809 1.5293 0.1433 0.00 0.01 0.01 0.0938
C 3.4030 2.6631 -2.8026 -0.17 -0.14 -0.05 -0.7168
H 3.9694 -2.4808 2.0612 0.00 -0.01 -0.01 0.1142
C 10.0764 -2.1149 6.5052 -0.06 0.01 0.01 -0.0810
O 2.6689 3.0585 -3.8606 0.26 -0.05 0.13 -0.0242
H -6.5571 8.4794 2.9701 0.00 0.00 0.00 0.0999
H 2.8161 -2.9894 -3.7058 -0.01 0.02 -0.05 0.0488
O -2.4839 1.3488 0.9204 -0.04 -0.31 -0.23 -0.3480
O -2.7220 -2.1844 -3.6949 0.04 0.01 0.04 0.0464
O 5.0195 -0.3754 0.3504 0.00 0.09 -0.23 0.0985
C 0.0235 -1.0099 -4.1686 -0.17 -0.07 -0.12 -0.5081
C 4.0295 -4.4596 1.2530 0.07 -0.03 0.08 -0.2851
F 3.8251 3.7451 -2.1720 0.01 0.04 0.07 0.1961
C 9.0036 -1.4312 7.0609 0.00 0.01 0.01 -0.0939
H 4.3272 -1.3803 -5.1835 -0.02 0.03 -0.03 0.1207
H 2.9648 -2.4782 -1.3262 -0.11 -0.03 0.00 0.1058
C -9.4015 1.1796 0.0675 -0.04 0.00 0.00 -0.0765
C -2.2693 -1.2511 -3.0803 -0.08 -0.07 0.03 -0.3716
C 1.1043 -0.2113 -4.5633 0.14 -0.05 0.09 -0.1932
H -8.9027 7.7191 2.8009 -0.01 0.00 -0.01 0.1039
C -8.1006 7.0867 2.4446 0.06 0.00 -0.01 -0.0851
Br -0.1561 3.5915 -3.3817 0.03 0.03 -0.08 0.9630
C 5.3971 -3.7537 3.0632 0.02 -0.08 -0.01 -0.0671
H 1.9925 -1.2099 -2.0825 0.04 0.07 0.04 0.1215
H 1.9058 2.5898 -5.6497 -0.01 0.10 0.08 0.1498
H 5.2636 -1.9794 -0.8213 -0.30 -0.17 -0.11 0.1531
H 6.8839 -1.4231 7.3913 -0.01 0.00 -0.01 0.1061
H 3.0846 1.4485 -5.0477 -0.01 -0.03 0.06 0.1064
F -11.2382 -1.6924 -1.1204 0.00 -0.01 0.00 0.0514
C -0.0460 1.7235 -3.6648 -0.18 0.23 -0.04 -0.4878
H -10.2307 2.9442 0.9546 0.02 0.00 0.00 0.0863
C 2.2276 2.0449 -4.7603 -0.17 0.03 -0.25 -0.1179
F 8.3829 -4.9779 5.1035 0.19 0.00 0.15 0.0363
H 6.7319 -5.2380 3.8498 -0.07 0.00 -0.07 0.0777
C 2.9860 -1.6567 -2.0421 0.23 -0.18 -0.26 -0.1592
C -6.7831 7.5127 2.5407 0.00 0.01 0.01 -0.0979
C 4.5769 -5.7255 1.2814 -0.01 -0.07 -0.07 -0.0197
F -7.6383 3.8511 0.9142 -0.05 -0.01 0.00 0.0345
O 3.8680 -0.6231 -1.5470 -0.29 -0.06 0.26 -0.0507
C 4.4188 -3.4631 2.1225 -0.06 0.12 0.00 -0.0173
O -2.8154 2.5357 -2.7681 0.06 -0.04 -0.13 0.0311
H 1.9790 -1.6853 -5.8621 0.00 -0.08 0.14 0.0541
C -1.0736 -0.4545 -3.5177 0.09 0.16 -0.01 -0.1385
H -4.7292 7.0268 2.1560 0.01 -0.01 0.00 0.1055
H -8.8699 -0.7063 -0.8429 -0.02 -0.01 -0.01 0.1159
H -13.0436 -0.0779 -0.2318 0.01 -0.02 0.00 0.1157
C 1.0707 1.1738 -4.2919 0.13 -0.32 0.14 -0.1474
C -10.9766 -0.4840 -0.5791 0.02 0.07 0.03 -0.2896
C 8.5897 -3.8085 5.7516 -0.01 0.06 0.04 -0.2800
H -12.5665 2.1479 0.7766 -0.01 0.00 -0.01 0.1030
H 4.2374 -6.4759 0.5801 -0.01 0.02 -0.01 0.1164
F 3.0723 -4.1855 0.3309 0.00 0.01 -0.01 0.0347
C 3.5514 -1.0800 -4.4756 -0.08 -0.15 -0.15 -0.1634
H -5.2541 4.7967 1.1781 -0.10 0.11 0.08 0.0432
H 11.0764 -1.7103 6.5835 0.01 -0.01 0.00 0.1053
C -9.6647 -0.0650 -0.4867 0.07 -0.04 -0.02 -0.0151
```
Positions in Å, forces in eV/Å.

Computed properties:
- frontier orbital gap (eV) = 7.524
- E_tot (Eh) = -6405.9260
- charge = 0
- HOMO (eV) = -9.09



Question: Which of these has the lowest E_tot?
Answer: C41H33BrCl5N4O3SSiZr



Question: Look up the charge of the second one.
Answer: 0



Question: Which formula does entry 2 have?
Answer: C41H33BrClF7IO6P



Question: Number 1 is which compound?
Answer: C41H33BrCl5N4O3SSiZr